No. 1
14 unconnected molecules or ions with the total composition C6H40NO14. Source: the OMol25 dataset; level of theory: ωB97M-V/def2-TZVPD.

Properties
Total charge: -1
Relative energy (zero: lowest compared OMol25 entry of this formula, charge and spin): 3.476 eV
E: -37027.932 eV
Frontier orbital gap: 8.2 eV
HOMO: -5.68 eV
Strongest force on any atom: 0.0381 hartree/bohr

Each line ends with the Mulliken charge.
Cartesian coordinates (Å):
C  1.265  0.281  1.933  -1.264
C  -0.149  0.019  1.455  1.633
N  -0.290  -0.815  0.259  1.397
C  -2.218  -3.994  -0.293  -1.496
C  -1.276  -2.877  -0.670  0.532
C  -0.511  -2.226  0.513  -0.262
C  0.826  -2.889  0.937  -0.651
O  0.793  -3.255  2.318  -0.626
H  1.529  -0.274  2.848  0.228
H  1.350  1.319  2.255  0.652
H  2.125  0.157  1.289  -0.106
H  -0.717  -0.547  2.194  0.684
H  -0.622  0.997  1.317  -1.730
H  0.428  -0.628  -0.431  -0.771
H  -2.627  -3.884  0.715  0.383
H  -3.093  -3.966  -0.948  0.384
H  -1.766  -4.962  -0.380  0.348
H  -0.517  -3.175  -1.403  0.260
H  -1.752  -2.022  -1.158  -0.159
H  -1.149  -2.491  1.363  0.322
H  1.033  -3.811  0.369  0.284
H  1.692  -2.248  0.746  0.255
H  4.192  -0.430  -1.166  0.265
H  1.511  -2.756  2.718  0.355
O  3.877  -0.233  -0.280  -0.747
H  -0.793  1.190  -1.032  0.206
H  -1.987  0.905  -1.850  0.346
O  -1.739  1.414  -1.069  -0.503
H  1.788  1.344  -0.810  0.203
H  1.505  1.210  -2.245  0.263
O  1.319  0.699  -1.451  -0.353
H  -1.853  2.427  1.389  0.128
H  -1.177  3.748  1.772  0.487
O  -2.040  3.295  1.754  -0.754
H  2.697  3.104  -0.848  0.125
H  3.548  0.689  -0.332  0.279
O  2.965  2.422  -0.228  -1.022
H  -1.661  -0.592  -4.208  0.312
H  -1.070  -0.329  -2.650  0.185
O  -1.425  -0.017  -3.485  -0.641
H  -3.049  0.109  0.241  0.318
H  -4.243  1.057  -0.152  0.314
O  -3.894  0.155  -0.216  -0.658
H  1.639  -1.951  -1.872  0.203
H  1.090  -2.171  -3.285  0.312
O  1.587  -2.590  -2.579  -0.669
H  -4.316  3.228  0.212  0.330
H  -3.009  2.981  -0.558  0.297
O  -3.973  3.036  -0.668  -0.675
H  -4.780  -1.379  -1.886  0.303
H  -3.657  -0.485  -2.226  0.379
O  -4.136  -1.235  -2.585  -0.648
H  1.287  3.580  1.371  0.348
H  0.835  4.680  2.070  0.301
O  0.481  4.159  1.334  -0.787
H  4.763  -0.434  1.255  0.407
H  5.117  -1.916  1.690  0.278
O  5.328  -0.994  1.830  -0.670
H  3.499  3.099  2.415  0.256
H  2.784  2.661  1.150  0.387
O  2.627  2.835  2.208  -0.756

=====

No. 2
15 unconnected molecules or ions with the total composition C6H42NO14. Source: the OMol25 dataset; level of theory: ωB97M-V/def2-TZVPD.

Properties
Total charge: +1
Relative energy (zero: lowest compared OMol25 entry of this formula, charge and spin): 0.096 eV
E: -37056.536 eV
Frontier orbital gap: 9.3 eV
HOMO: -11.44 eV
Strongest force on any atom: 0.0235 hartree/bohr

Each line ends with the Mulliken charge.
Cartesian coordinates (Å):
C  -1.543  -0.573  0.176  -0.535
C  -1.196  0.473  -0.888  0.018
C  -0.943  -0.234  -2.184  0.767
C  0.290  -0.571  -2.592  -0.577
C  1.539  -0.256  -1.839  -0.253
C  -2.151  -0.539  -3.011  -1.815
N  -2.039  0.090  1.434  0.127
H  -0.673  -1.211  0.445  -0.092
H  -2.331  -1.261  -0.142  0.418
H  -2.030  1.162  -1.003  0.560
H  -0.337  1.055  -0.547  0.049
H  0.353  -1.142  -3.514  0.408
H  2.408  -0.734  -2.300  0.474
H  1.766  0.814  -1.755  -0.254
H  1.495  -0.641  -0.833  -0.217
H  -1.993  -1.386  -3.692  0.451
H  -2.476  0.308  -3.608  0.306
H  -3.011  -0.777  -2.384  0.343
H  -2.828  0.702  1.210  0.396
H  -2.339  -0.622  2.131  0.492
H  -1.277  0.650  1.818  0.124
H  -2.907  2.779  0.198  0.389
H  -4.348  2.192  -0.064  0.239
O  -3.413  1.978  -0.034  -0.651
H  2.889  -0.186  1.372  0.409
H  3.622  -1.326  2.062  0.288
O  2.726  -1.087  1.793  -0.706
H  1.572  -3.590  0.110  0.449
H  1.801  -2.505  1.245  0.363
O  1.434  -3.405  1.067  -0.816
H  1.499  -0.659  2.951  0.414
H  0.864  -0.836  4.348  0.291
O  0.786  -0.329  3.533  -0.635
H  -1.814  -4.721  -1.674  0.306
H  -1.247  -3.967  -0.424  0.412
O  -1.180  -4.046  -1.401  -0.684
H  1.805  -4.728  -1.892  0.276
H  0.524  -3.887  -1.753  0.422
O  1.499  -3.856  -1.621  -0.676
H  -2.144  -2.928  2.134  0.425
H  -2.929  -2.654  3.477  0.290
O  -2.719  -2.288  2.616  -0.687
H  -2.172  4.656  1.532  0.291
H  -0.949  4.089  0.790  0.396
O  -1.851  3.853  1.109  -0.674
H  2.544  1.979  -3.852  0.347
H  1.087  1.988  -3.331  0.324
O  1.897  2.516  -3.384  -0.736
H  1.208  2.783  3.363  0.253
H  0.864  3.365  1.932  0.362
O  1.004  2.544  2.451  -0.560
H  2.309  3.029  -1.843  0.355
H  3.376  3.828  -1.097  0.291
O  2.583  3.302  -0.925  -0.790
H  -1.083  -4.883  1.677  0.282
H  -0.142  -3.734  1.313  0.467
O  -1.120  -3.991  1.306  -0.810
H  2.969  1.971  0.216  0.341
H  2.330  1.870  1.574  0.437
O  3.068  1.473  1.056  -0.808
H  0.995  5.453  0.642  0.290
H  1.349  4.125  -0.083  0.405
O  0.731  4.526  0.589  -0.768

=====

No. 3
15 unconnected molecules or ions with the total composition C6H44NO14. Source: the OMol25 dataset; level of theory: ωB97M-V/def2-TZVPD.

Properties
Total charge: +1
Relative energy (zero: lowest compared OMol25 entry of this formula, charge and spin): 2.941 eV
E: -37085.999 eV
Frontier orbital gap: 11.1 eV
HOMO: -13.32 eV
Strongest force on any atom: 0.0545 hartree/bohr

Each line ends with the Mulliken charge.
Cartesian coordinates (Å):
C  -2.539  -0.730  -1.147  -0.456
C  -1.502  -1.501  -0.287  -0.625
C  -0.296  -0.592  0.101  0.343
C  0.551  -0.360  -1.182  2.286
C  1.827  0.546  -0.879  -0.345
C  2.654  -0.094  0.267  -0.634
N  2.921  -1.539  -0.114  0.130
H  -1.990  -0.505  -2.083  0.085
H  -3.434  -1.299  -1.437  0.402
H  -2.691  0.156  -0.456  -0.050
H  -1.289  -2.471  -0.755  0.297
H  -1.892  -1.707  0.700  0.337
H  -0.694  0.369  0.382  0.159
H  0.250  -1.047  0.919  -0.012
H  0.821  -1.354  -1.522  -1.206
H  -0.040  0.041  -1.977  -1.017
H  2.476  0.790  -1.763  0.139
H  1.408  1.502  -0.460  0.389
H  2.072  0.104  1.155  0.218
H  3.680  0.418  0.377  0.382
H  3.834  -1.871  0.154  0.401
H  2.341  -2.277  0.354  0.301
H  2.820  -1.535  -1.154  0.164
H  -0.147  3.643  0.203  0.289
H  0.010  3.690  -1.243  0.351
O  -0.061  4.302  -0.498  -0.630
H  1.372  2.761  2.272  0.286
H  0.359  1.622  2.344  0.328
O  1.285  1.829  1.973  -0.659
H  -1.389  1.457  3.993  0.393
H  -0.492  2.733  4.252  0.273
O  -0.482  1.822  3.955  -0.661
H  0.718  -0.982  3.337  0.314
H  1.766  -0.730  4.408  0.305
O  1.646  -1.158  3.556  -0.694
H  -2.631  2.557  -0.562  0.321
H  -2.730  3.357  0.720  0.345
O  -2.454  2.476  0.403  -0.758
H  -1.509  -1.079  2.446  0.229
H  -1.718  -1.278  3.991  0.257
O  -1.144  -1.455  3.245  -0.639
H  0.785  -2.892  -2.326  0.225
H  -0.453  -3.521  -2.839  0.336
O  0.351  -3.102  -3.165  -0.699
H  -0.106  -1.721  -5.858  0.299
H  0.448  -1.993  -4.504  0.416
O  0.309  -1.239  -5.135  -0.670
H  4.849  -1.727  -3.156  0.269
H  4.180  -0.350  -2.991  0.283
O  4.201  -1.244  -2.633  -0.566
H  -5.053  0.872  1.508  0.292
H  -3.760  1.880  1.242  0.403
O  -4.331  1.384  1.867  -0.682
H  -3.448  0.916  3.089  0.383
H  -3.388  0.401  4.578  0.296
O  -2.830  0.547  3.806  -0.668
H  -2.596  0.773  -4.541  0.257
H  -1.121  0.326  -4.318  0.289
O  -1.907  0.656  -3.880  -0.638
H  2.129  -2.646  2.921  0.392
H  2.469  -4.027  2.771  0.333
O  2.535  -3.246  2.206  -0.661
H  -0.021  1.311  -3.091  0.105
H  -0.226  2.791  -3.441  0.328
O  0.344  2.221  -2.912  -0.658

=====

No. 4
A molecular structure, C6H45F9NO24S3. Source: the OMol25 dataset; level of theory: ωB97M-V/def2-TZVPD.

Properties
Total charge: -1
E: -114544.278 eV
Frontier orbital gap: 8.3 eV
HOMO: -6.71 eV
Strongest force on any atom: 0.0480 hartree/bohr

Each line ends with the Mulliken charge.
Cartesian coordinates (Å):
C  -0.120  0.796  2.647  0.439
C  0.567  0.800  1.674  -0.994
S  1.470  0.540  0.226  1.023
O  2.803  1.040  0.506  -0.826
O  1.549  -0.877  -0.063  -0.678
N  0.934  1.404  -0.986  -0.461
S  -0.691  1.532  -1.191  1.342
O  -1.199  2.637  -0.425  -0.594
O  -0.923  1.744  -2.600  -0.770
C  -1.555  0.051  -0.639  0.397
C  -2.850  -0.118  -1.430  -1.115
C  -4.057  -0.522  -0.597  0.831
F  -3.753  -0.992  0.621  -0.293
F  -4.653  -1.571  -1.237  -0.362
C  -5.196  0.519  -0.502  0.493
F  -5.651  0.764  -1.730  -0.256
F  -6.211  -0.014  0.176  -0.286
S  -4.753  2.165  0.298  1.401
F  -6.151  2.757  -0.218  -0.391
F  -4.080  2.693  -1.004  -0.260
F  -3.415  1.635  0.873  -0.186
F  -5.499  1.737  1.647  -0.364
F  -4.467  3.560  0.984  -0.344
H  -0.665  0.782  3.549  0.481
H  -0.889  -0.780  -0.817  -0.936
H  -1.685  0.194  0.424  0.583
H  -3.047  0.765  -2.029  0.438
H  -2.678  -0.901  -2.158  0.553
O  -3.664  3.576  4.359  -0.643
H  -3.165  4.379  4.184  0.300
H  -4.042  3.345  3.506  0.323
O  -7.454  1.701  4.159  -0.638
H  -7.783  1.338  3.331  0.317
H  -6.662  2.184  3.907  0.323
O  3.958  0.591  3.021  -0.579
H  4.863  0.927  3.030  0.341
H  3.619  0.834  2.135  0.342
O  2.635  3.136  3.223  -0.506
H  3.392  2.545  3.087  0.254
H  3.000  4.016  3.100  0.331
O  4.188  4.412  5.101  -0.609
H  3.495  3.832  5.448  0.353
H  3.867  5.302  5.277  0.265
O  4.093  1.278  6.398  -0.655
H  3.749  0.863  5.594  0.348
H  4.879  1.747  6.101  0.302
O  -0.189  -3.032  -1.886  -0.517
H  0.104  -2.500  -1.138  0.124
H  0.608  -3.492  -2.182  0.311
O  -1.504  -4.865  -4.024  -0.626
H  -1.242  -4.347  -3.249  0.392
H  -0.687  -5.286  -4.313  0.293
O  -0.131  4.045  2.854  -0.549
H  0.643  3.466  2.766  0.319
H  0.214  4.931  2.723  0.243
O  -5.132  2.429  -4.034  -0.613
H  -4.778  3.308  -4.195  0.303
H  -5.582  2.504  -3.188  0.288
O  3.864  -0.237  -2.471  -0.705
H  4.060  0.676  -2.694  0.298
H  3.387  -0.164  -1.634  0.373
O  6.430  3.321  3.508  -0.636
H  6.737  4.184  3.211  0.304
H  6.016  3.502  4.365  0.284
O  -0.925  -0.773  -4.302  -0.488
H  -0.540  0.090  -4.482  0.295
H  -1.253  -1.076  -5.152  0.234
O  3.172  -2.936  1.261  -0.653
H  4.126  -2.830  1.217  0.303
H  2.828  -2.205  0.726  0.405
O  0.328  0.199  -6.771  -0.627
H  1.119  -0.339  -6.872  0.307
H  0.650  1.105  -6.775  0.308
O  -4.504  -5.857  -4.305  -0.643
H  -3.634  -5.462  -4.165  0.350
H  -4.780  -5.517  -5.160  0.300
O  8.154  2.378  5.702  -0.658
H  8.139  3.100  6.336  0.304
H  7.643  2.700  4.943  0.382
O  2.056  -5.154  -2.714  -0.608
H  2.441  -5.593  -1.945  0.290
H  1.484  -5.821  -3.107  0.293
O  1.552  -6.190  -5.196  -0.598
H  1.313  -6.609  -6.028  0.275
H  2.297  -5.619  -5.415  0.309
O  3.234  -7.562  -1.075  -0.608
H  3.617  -7.991  -0.305  0.299
H  2.659  -8.230  -1.461  0.304